# 1
The following is a quantum chemistry calculation of one molecule with the formula C23H27N3O4, from the Open Molecules 2025 dataset.

Computed properties:
Spin multiplicity: 1
Kohn-Sham gap: 8.8 eV
Total energy: -1357.9267 a.u.
Relative energy (zero: lowest compared OMol25 entry of this formula, charge and spin): 0.388 eV
Structure (SMILES): COCCCNC(=O)[C@H](Cc1c[nH]c2ccccc12)NC(=O)OCc1ccccc1

Each line ends with the natural charge from an NBO analysis.
Atoms and positions in Å:
C1 -2.11 -0.05 1.94  -0.246
O1 -3.23 -0.85 2.21  -0.539
C2 -3.15 -2.15 1.67  -0.075
C3 -3.52 -2.22 0.18  -0.445
C4 -2.57 -3.12 -0.62  -0.223
N1 -1.31 -2.47 -0.90  -0.632
C5 -0.21 -2.64 -0.16  0.679
O2 -0.10 -3.43 0.76  -0.641
C6 0.96 -1.73 -0.61  -0.125
C7 2.26 -2.12 0.09  -0.416
C8 3.36 -1.17 -0.23  -0.102
C9 4.20 -1.20 -1.31  -0.014
N2 5.03 -0.12 -1.29  -0.536
C10 4.76 0.64 -0.20  0.196
C11 5.33 1.83 0.25  -0.251
C12 4.83 2.38 1.41  -0.214
C13 3.79 1.76 2.12  -0.231
C14 3.22 0.59 1.69  -0.214
C15 3.70 0.01 0.51  -0.117
N3 0.64 -0.34 -0.32  -0.624
C16 -0.10 0.43 -1.14  0.906
O3 -0.69 0.01 -2.12  -0.696
O4 -0.12 1.71 -0.72  -0.512
C17 -1.03 2.58 -1.40  -0.108
C18 -2.42 2.41 -0.85  0.014
C19 -3.32 1.55 -1.47  -0.234
C20 -4.57 1.34 -0.91  -0.204
C21 -4.93 1.98 0.26  -0.202
C22 -4.04 2.85 0.87  -0.209
C23 -2.79 3.06 0.32  -0.227
H1 -1.19 -0.53 2.30  0.162
H2 -2.26 0.89 2.45  0.193
H3 -1.99 0.14 0.86  0.159
H4 -2.14 -2.55 1.82  0.185
H5 -3.85 -2.75 2.26  0.187
H6 -4.54 -2.59 0.07  0.206
H7 -3.50 -1.21 -0.24  0.217
H8 -3.03 -3.39 -1.58  0.198
H9 -2.36 -4.03 -0.06  0.221
H10 -1.31 -1.71 -1.58  0.431
H11 1.06 -1.83 -1.70  0.220
H12 2.52 -3.13 -0.23  0.237
H13 2.08 -2.15 1.16  0.232
H14 4.26 -1.93 -2.10  0.211
H15 5.75 0.08 -1.97  0.413
H16 6.13 2.30 -0.29  0.212
H17 5.25 3.30 1.79  0.213
H18 3.44 2.22 3.03  0.213
H19 2.44 0.11 2.26  0.210
H20 1.12 0.11 0.44  0.424
H21 -0.64 3.58 -1.22  0.201
H22 -1.01 2.35 -2.48  0.209
H23 -3.03 1.03 -2.37  0.229
H24 -5.27 0.66 -1.39  0.214
H25 -5.91 1.81 0.69  0.216
H26 -4.32 3.36 1.78  0.215
H27 -2.09 3.73 0.80  0.212



# 2
The following is a quantum chemistry calculation of a 7-piece molecular cluster, C20H46I2NO8 overall at a distorted geometry, from the Open Molecules 2025 dataset.

Computed properties:
Spin multiplicity: 1
Kohn-Sham gap: 6.9 eV
Total charge: -1
Total energy: -2041.6361 a.u.

Each line ends with the Löwdin charge.
Atoms and positions in Å:
C1 3.92 0.92 -1.90  0.099
C2 3.19 0.61 -2.79  -0.104
C3 1.97 0.19 -3.53  -0.236
N1 0.88 1.13 -3.45  -0.024
C4 0.39 1.46 -2.12  -0.362
C5 -0.07 2.96 -2.15  -0.730
O1 0.42 3.69 -1.27  -0.061
O2 -0.90 3.24 -3.06  -0.078
C6 -0.86 0.63 -1.71  -0.691
I1 -0.94 0.77 0.46  0.860
C7 -0.85 -0.84 -2.14  -0.776
C8 -1.09 -1.00 -3.65  -0.171
I2 -2.45 -1.94 -1.12  0.738
H1 4.61 1.20 -1.14  0.024
H2 2.24 0.07 -4.58  0.117
H3 1.69 -0.79 -3.17  0.100
H4 1.08 1.97 -3.97  0.121
H5 1.15 1.39 -1.35  0.084
H6 -1.75 1.11 -2.07  0.064
H7 0.04 -1.35 -1.82  0.051
H8 -1.03 -0.03 -4.13  0.072
H9 -2.05 -1.44 -3.85  0.024
H10 -0.32 -1.64 -4.08  0.067
C9 -0.84 -0.22 5.68  -0.088
C10 -0.17 0.69 4.67  -0.326
O3 -1.12 1.38 3.86  -0.132
H11 -1.47 -0.95 5.17  0.071
H12 -0.10 -0.76 6.27  0.067
H13 -1.48 0.35 6.36  0.071
H14 0.45 0.11 3.99  0.096
H15 0.47 1.42 5.18  0.100
H16 -1.67 1.91 4.44  0.078
C11 0.93 -4.64 4.47  -0.092
C12 1.42 -3.20 4.49  -0.327
O4 0.75 -2.40 3.52  -0.084
H17 1.08 -5.07 3.48  0.076
H18 1.47 -5.25 5.20  0.070
H19 -0.13 -4.69 4.70  0.072
H20 2.48 -3.15 4.25  0.109
H21 1.28 -2.77 5.49  0.100
H22 -0.19 -2.41 3.72  0.074
C13 -6.53 1.74 -0.22  -0.083
C14 -5.40 0.73 -0.32  -0.325
O5 -4.50 1.03 -1.38  -0.144
H23 -7.08 1.78 -1.16  0.062
H24 -7.22 1.48 0.58  0.071
H25 -6.13 2.74 -0.02  0.075
H26 -5.80 -0.26 -0.54  0.108
H27 -4.84 0.67 0.62  0.106
H28 -4.11 1.90 -1.20  0.094
C15 3.25 2.32 3.70  -0.079
C16 3.94 1.99 5.01  -0.323
O6 3.50 0.73 5.54  -0.094
H29 2.17 2.34 3.84  0.062
H30 3.57 3.29 3.32  0.078
H31 3.47 1.57 2.95  0.078
H32 3.70 2.73 5.77  0.107
H33 5.02 1.97 4.88  0.103
H34 3.69 0.06 4.88  0.075
C17 6.67 -3.07 -1.67  -0.096
C18 7.22 -2.22 -2.80  -0.335
O7 6.20 -1.57 -3.54  -0.086
H35 5.98 -3.81 -2.07  0.074
H36 7.47 -3.57 -1.13  0.068
H37 6.11 -2.45 -0.96  0.071
H38 7.76 -2.84 -3.51  0.106
H39 7.92 -1.47 -2.40  0.105
H40 5.70 -1.00 -2.94  0.049
C19 -5.58 1.64 -5.27  -0.087
C20 -6.63 0.99 -4.39  -0.335
O8 -6.10 -0.08 -3.63  -0.093
H41 -5.16 0.89 -5.95  0.073
H42 -6.01 2.45 -5.87  0.068
H43 -4.77 2.04 -4.67  0.077
H44 -7.44 0.58 -4.99  0.104
H45 -7.07 1.74 -3.71  0.097
H46 -5.40 0.28 -3.08  0.044



# 3
The following is a quantum chemistry calculation of C5H8NO as an isolated structure at a distorted geometry, from the Open Molecules 2025 dataset.

Computed properties:
Spin multiplicity: 1
Kohn-Sham gap: 9.1 eV
Total charge: +1
Total energy: -324.8483 a.u.
Relative energy (zero: lowest compared OMol25 entry of this formula, charge and spin): 5.187 eV

Each line ends with the natural charge from an NBO analysis.
Atoms and positions in Å:
C1 2.36 0.80 0.61  0.487
C2 1.20 -0.66 -0.60  -0.021
C3 -0.67 0.01 -0.10  0.528
C4 -1.73 -0.18 -1.04  -0.775
C5 -0.66 0.34 1.23  -0.843
N1 2.63 1.90 0.71  -0.295
O1 1.92 -0.42 0.57  -0.460
H1 0.83 -1.72 -0.60  0.230
H2 1.51 -0.28 -1.63  0.260
H3 -1.64 -1.38 -1.21  0.336
H4 -1.36 0.30 -1.96  0.307
H5 -2.72 0.06 -0.73  0.273
H6 -0.14 1.26 1.26  0.355
H7 0.15 -0.34 1.81  0.340
H8 -1.67 0.30 1.68  0.278



# 4
The following is a quantum chemistry calculation of an isolated ion of composition C8H10NS and charge +1 at a distorted geometry, from the Open Molecules 2025 dataset.

Computed properties:
Spin multiplicity: 1
Kohn-Sham gap (alpha / beta): 6.0 / 6.6 eV
Total charge: +1
Total energy: -763.3521 a.u.
Relative energy (zero: lowest compared OMol25 entry of this formula, charge and spin): 4.299 eV

Each line ends with the natural charge from an NBO analysis.
Atoms and positions in Å:
C1 3.89 0.61 -0.10  -0.124
C2 3.74 -0.75 0.07  -0.209
C3 2.73 1.42 -0.22  -0.174
C4 2.46 -1.35 0.09  -0.107
C5 1.47 0.88 -0.28  -0.143
C6 1.33 -0.52 -0.15  -0.195
C7 0.07 -1.17 -0.07  -0.146
C8 -3.21 -0.27 -0.70  -0.387
N1 -3.90 0.52 0.31  -0.707
S1 -1.40 -0.12 -0.13  0.270
H1 4.93 0.92 -0.11  0.242
H2 4.63 -1.29 0.20  0.233
H3 2.80 2.40 -0.31  0.217
H4 2.20 -2.41 0.08  0.227
H5 0.61 1.42 -0.64  0.235
H6 0.04 -2.32 -0.15  0.253
H7 -3.43 -1.28 -0.77  0.200
H8 -3.83 1.54 0.21  0.441
H9 -3.58 0.18 1.27  0.437
H10 -4.83 0.42 0.53  0.438